# 1
The following is a DFT calculation (ωB97M-V with the def2-TZVPD basis set) of a cluster of 4 separate species, C20H32F9N5O9PS in total.

XYZ file:
```
77
Properties=species:S:1:pos:R:3:mulliken_charge:R:1
C -1.6956 0.3423 3.9637 -0.81
C -2.1957 0.3539 2.5412 0.41
O -2.5852 1.3502 1.9890 -0.45
N -2.1858 -0.8992 1.8420 -0.35
C -0.9247 -1.1463 1.1269 -0.32
C -0.9127 -0.3902 -0.2112 -0.42
C -0.4396 -1.1823 -1.4400 -1.13
C 0.7903 -2.1001 -1.2961 -0.56
C 2.0167 -1.4802 -0.7179 0.15
N 2.1274 -0.2782 -0.1777 0.00
C 3.4094 -0.1614 0.1707 0.32
N 3.9324 0.9060 0.7993 -0.28
P 2.9899 2.2307 1.2968 0.61
O 2.3834 2.6870 -0.0995 -0.46
O 4.2528 3.1676 1.5770 -0.52
S 1.7620 1.9705 2.7306 -0.27
N 4.0985 -1.2568 -0.1507 -0.15
N 3.1941 -2.1112 -0.7162 0.07
H -1.4718 1.3608 4.2763 0.33
H -2.4848 -0.0490 4.6126 0.41
H -0.8236 -0.2994 4.0727 -0.04
H -2.3890 -1.6497 2.4939 0.35
H -0.8476 -2.2253 0.9841 0.50
H -0.0688 -0.8038 1.7300 0.00
H -0.3401 0.5305 -0.1104 0.25
H -1.9445 -0.0853 -0.3941 0.48
H -0.2516 -0.4915 -2.2632 0.22
H -1.2588 -1.8354 -1.7484 0.42
H 1.0836 -2.4265 -2.3016 0.29
H 0.5420 -3.0181 -0.7576 0.45
H 4.9104 0.9012 1.0499 0.29
H 1.6808 3.3422 0.0180 0.36
H 4.0022 3.8777 2.1864 0.39
H 5.0679 -1.4915 -0.0070 0.19
H 3.4282 -3.0266 -1.0672 0.26
C 2.6121 -2.0714 4.0235 -0.80
C 1.9475 -1.5934 5.2965 -0.40
O 0.6794 -2.2497 5.4912 -0.31
C 0.7247 -3.4766 5.9984 0.29
O 1.6958 -4.0946 6.3098 -0.51
C -0.7167 -4.0169 6.1606 0.91
F -1.4429 -3.7655 5.0596 -0.23
F -1.3071 -3.4151 7.1961 -0.25
F -0.7000 -5.3222 6.3679 -0.23
H 1.9369 -1.9331 3.1747 0.02
H 3.5239 -1.4993 3.8478 0.36
H 2.8698 -3.1277 4.0909 0.40
H 1.7090 -0.5331 5.2373 0.30
H 2.5853 -1.7518 6.1646 0.44
C -5.5211 1.9367 0.1138 -1.12
C -4.3956 2.7044 -0.5385 0.09
O -4.6178 2.8666 -1.9607 -0.31
C -5.4373 3.8427 -2.3146 0.29
O -6.0082 4.6130 -1.6030 -0.50
C -5.5318 3.9024 -3.8587 0.91
F -5.6944 2.6854 -4.3858 -0.24
F -4.3961 4.4215 -4.3529 -0.25
F -6.5447 4.6683 -4.2341 -0.23
H -5.6617 0.9746 -0.3797 0.29
H -5.2767 1.7617 1.1605 0.31
H -6.4573 2.4909 0.0593 0.41
H -3.4599 2.1561 -0.4642 0.06
H -4.2581 3.6835 -0.0818 0.32
C 1.0161 1.8444 -6.1694 -1.15
C 1.9639 1.4397 -5.0651 -0.19
O 1.9534 0.0025 -4.8595 -0.22
C 2.6856 -0.7218 -5.6894 0.25
O 3.3676 -0.3515 -6.5929 -0.50
C 2.5946 -2.2048 -5.2489 0.95
F 1.3366 -2.5659 -4.9757 -0.25
F 3.3086 -2.3642 -4.1042 -0.27
F 3.0893 -3.0111 -6.1638 -0.24
H 0.0085 1.4852 -5.9607 0.31
H 0.9888 2.9306 -6.2476 0.39
H 1.3358 1.4392 -7.1281 0.33
H 1.6565 1.8505 -4.1057 0.24
H 2.9857 1.7571 -5.2698 0.36
```

Its relative energy (zero: lowest compared OMol25 entry of this formula, charge and spin) is 0.0 kJ/mol. The total charge is +1. As for the highest occupied orbital energy: -11.92 eV. The frontier orbital gap comes out at 8.8 eV.

***

# 2
The following is a DFT calculation (ωB97M-V with the def2-TZVPD basis set) of an isolated molecule of C2H5F2NO3S2 in a non-equilibrium geometry.

XYZ file:
```
15
Properties=species:S:1:pos:R:3:mulliken_charge:R:1
C 2.9865 -0.5117 1.3463 -0.68
C -3.0006 -0.3486 -0.6341 -0.83
N -2.0981 0.6622 -1.0569 -0.30
O 2.7790 -1.1414 -1.1486 -0.50
O 0.6804 -0.1001 -0.3845 -0.28
O -0.0807 2.1689 -0.6482 -0.53
F 2.5617 1.1917 -0.5137 -0.18
F -0.9598 0.8374 1.3310 -0.38
S 2.3129 -0.2918 -0.1410 0.96
S -0.6442 0.8700 -0.4405 1.14
H 2.9182 -1.5947 1.3875 0.29
H 2.4250 -0.0393 2.1426 0.32
H -3.9326 0.0850 -0.6909 0.36
H -3.0072 -1.3058 -1.0226 0.32
H -2.9404 -0.4818 0.4735 0.30
```

Its relative energy (zero: lowest compared OMol25 entry of this formula, charge and spin) is 309.2 kJ/mol. The total charge is 0. As for the highest occupied orbital energy: -10.12 eV. The frontier orbital gap comes out at 8.7 eV. The SMILES is C=[S@](=O)(F)O[S@](=O)(F)=NC.

***

Lowest unoccupied orbital energy / eV: -3.164, -1.425